The following is a DFT calculation (ωB97M-V/def2-TZVPD) of a molecular structure, C13H21MoN2O4S.

## Properties
**Relative energy (zero: lowest compared OMol25 entry of this formula, charge and spin)**: 0.0 kJ/mol
**Highest occupied orbital energy (alpha / beta)**: -19.1268 / -19.0618 eV
**Charge**: +3

Each line ends with the natural charge from an NBO analysis.
Element x y z (Å)
Mo (-0.01116, 0.24984, 0.66646)  1.4138
S (-1.72613, -0.73996, 1.84101)  0.2482
O (1.77041, -0.55135, 0.16783)  -0.5325
O (0.48615, 1.13717, -1.20449)  -0.5363
O (-0.26115, 2.21289, 0.93326)  -0.5157
O (1.20354, 0.73841, 2.26972)  -0.5157
N (-2.92104, -2.49784, 0.11780)  -0.4086
N (-1.15981, -1.08016, -0.58546)  -0.5852
C (2.14286, -0.64885, -1.24755)  -0.0902
C (-2.16367, -2.53676, -2.14947)  -0.2678
C (-2.02863, -1.59124, 0.30555)  0.3429
C (-3.02178, -3.00613, -1.13557)  0.3951
C (2.54009, 0.12826, 2.32056)  -0.0949
C (2.58068, -1.01132, 1.29625)  -0.0959
C (-1.23939, -1.57264, -1.84566)  0.1079
C (-0.69849, 2.99652, -0.23105)  -0.0928
C (1.70670, 0.67879, -1.87305)  -0.0992
C (-4.03756, -4.05207, -1.36938)  -0.6857
C (0.22731, 2.56783, -1.36318)  -0.0950
C (-0.14850, 2.73287, 2.30932)  -0.0928
C (1.11730, 2.08921, 2.85512)  -0.0915
H (-3.58147, -5.02508, -1.14893)  0.2916
H (3.22512, -0.74720, -1.32012)  0.2603
H (2.46614, 1.44529, -1.71233)  0.2243
H (-0.56668, -1.17595, -2.59500)  0.2244
H (1.18877, 3.07879, -1.29731)  0.2212
H (-4.87660, -3.92597, -0.68897)  0.2805
H (2.01123, 2.62196, 2.53083)  0.2242
H (1.52877, 0.57409, -2.94381)  0.2557
H (-2.23757, -2.92483, -3.15566)  0.2783
H (-1.75242, 2.77897, -0.39251)  0.2418
H (3.60289, -1.18389, 0.96188)  0.2616
H (1.65886, -1.53130, -1.66092)  0.2329
H (-4.36817, -4.07183, -2.40585)  0.2639
H (2.15293, -1.94481, 1.65652)  0.2419
H (-0.04152, 3.81542, 2.26234)  0.2625
H (1.09757, 2.01379, 3.94115)  0.2680
H (3.25331, 0.91363, 2.06943)  0.2228
H (-0.22324, 2.76279, -2.33538)  0.2614
H (2.72854, -0.23717, 3.32861)  0.2665
H (-1.05769, 2.46384, 2.84380)  0.2452
H (-0.56651, 4.05599, -0.01578)  0.2628